Entry 1:
Density functional theory data (ωB97M-V with the def2-TZVPD basis set) for a 3-piece molecular cluster, C11H15NO3 overall at a distorted geometry.

```
30
Properties=species:S:1:pos:R:3:lowdin_spin:R:1
C 2.077 -3.029 0.594 -0.02
C 2.729 -2.116 -0.357 0.03
C 0.876 -2.699 1.201 0.03
C 2.070 -0.897 -0.570 0.07
C 0.314 -1.463 1.026 0.08
C 0.912 -0.681 0.104 0.60
C -4.649 -1.490 0.650 0.00
C -1.702 -0.295 -1.665 0.00
C -2.586 1.993 -0.764 0.03
C 0.932 1.805 1.435 0.04
C -1.726 0.720 -0.553 0.06
N -0.321 1.145 -0.482 0.83
O -5.362 -1.570 -0.218 0.00
O -3.926 -1.319 1.497 0.00
O -0.165 2.045 0.605 0.17
H 2.604 -3.836 0.868 0.00
H 3.694 -2.259 -0.755 0.01
H 0.464 -3.425 1.887 0.01
H 2.305 -0.162 -1.415 0.01
H -0.647 -1.189 1.494 0.01
H -0.961 -1.123 -1.468 0.00
H -2.670 -0.889 -1.774 0.00
H -1.512 0.155 -2.617 0.00
H -1.935 2.716 -1.336 0.00
H -2.725 2.545 0.095 0.00
H -3.469 1.783 -1.306 0.00
H 1.598 1.159 0.818 0.01
H 0.722 1.187 2.253 0.01
H 1.193 2.847 1.712 0.00
H -2.018 0.215 0.323 0.01
```

## Properties
- Relative energy (zero: lowest compared OMol25 entry of this formula, charge and spin): 0.00 kcal per mole
- Multiplicity: 3
- Kohn-Sham gap (spin up / spin down): 7.276 / 8.134 eV
- Expectation value of S²: 2.014
- HOMO energy (spin up / spin down): -6.78 / -8.90 eV
- Total charge: 0

Entry 2:
Density functional theory data (ωB97M-V with the def2-TZVPD basis set) for C13H20Sb as an isolated structure at a distorted geometry.

```
34
Properties=species:S:1:pos:R:3:mulliken_charge:R:1
C 5.484 1.511 -0.715 -0.07
C 4.330 1.392 -0.396 -0.58
C 2.946 1.096 0.032 -0.27
C 2.825 -0.372 0.515 -0.76
C 1.364 -0.810 0.338 -1.05
Sb 0.913 -1.489 -1.728 0.54
C -1.191 -2.123 -1.114 -1.90
C -1.827 -1.035 -0.326 0.93
C -2.331 0.115 -0.966 -0.56
C -2.882 1.150 -0.224 -0.51
C -2.961 1.122 1.168 0.86
C -3.546 2.297 1.924 -1.37
C -2.474 -0.017 1.809 -0.60
C -1.927 -1.060 1.069 -0.45
H 6.525 1.456 -0.907 0.43
H 2.659 1.752 0.854 0.33
H 2.247 1.270 -0.787 0.20
H 3.070 -0.390 1.581 0.33
H 3.512 -1.006 -0.045 0.35
H 0.728 0.044 0.597 0.30
H 1.077 -1.621 1.014 0.36
H 1.490 -3.119 -1.340 -0.12
H 0.592 -2.038 -3.391 -0.19
H 0.274 0.105 -2.183 -0.08
H 2.518 -0.969 -2.259 -0.16
H -1.752 -2.280 -2.034 0.41
H -1.105 -3.022 -0.504 0.43
H -2.256 0.174 -2.042 0.36
H -3.251 2.034 -0.735 0.30
H -3.110 2.367 2.920 0.34
H -3.264 3.209 1.394 0.35
H -4.634 2.257 1.981 0.26
H -2.505 -0.085 2.890 0.31
H -1.540 -1.914 1.613 0.27
```

## Properties
- Multiplicity: 1
- Kohn-Sham gap: 6.722 eV
- HOMO energy: -3.54 eV
- Total charge: -1

Entry 3:
Density functional theory data (ωB97M-V with the def2-TZVPD basis set) for a 7-piece molecular cluster, H14O7 overall at a distorted geometry.

```
21
Properties=species:S:1:pos:R:3:mulliken_charge:R:1
O -0.489 -0.484 2.698 -0.74
H -0.163 -1.316 3.044 0.29
H -1.444 -0.502 2.861 0.31
O 1.884 -2.547 -0.139 -0.62
H 2.224 -2.278 -0.944 0.31
H 1.527 -1.693 0.053 0.38
O -1.927 0.027 -0.492 -0.62
H -2.358 0.342 0.262 0.29
H -1.020 0.073 -0.204 0.37
O -0.278 2.161 2.150 -0.60
H -0.265 2.806 2.825 0.31
H -0.368 1.311 2.600 0.38
O -0.261 -0.767 -2.945 -0.62
H -0.507 -1.323 -3.730 0.29
H -0.488 -1.315 -2.170 0.31
O 1.075 1.827 -2.616 -0.65
H 0.648 2.393 -1.953 0.31
H 0.475 1.067 -2.804 0.35
O 0.673 -0.230 0.293 -0.73
H 0.913 0.706 0.125 0.32
H 0.149 -0.258 1.088 0.36
```

## Properties
- Relative energy (zero: lowest compared OMol25 entry of this formula, charge and spin): 42.10 kcal per mole
- Multiplicity: 1
- Kohn-Sham gap: 10.549 eV
- HOMO energy: -10.77 eV
- SMILES: O.O.O.O.O.O.O
- Total charge: 0

Entry 4:
Density functional theory data (ωB97M-V with the def2-TZVPD basis set) for C20H28N2O6 in the gas phase.

```
56
Properties=species:S:1:pos:R:3:mulliken_charge:R:1
C -3.263 0.714 -4.034 -1.48
C -2.776 0.278 -2.664 -0.10
H -1.889 0.840 -2.356 0.32
H -2.545 -0.791 -2.645 0.27
O -3.815 0.501 -1.700 -0.30
C -3.535 1.179 -0.598 1.13
O -2.453 1.635 -0.316 -0.59
C -4.782 1.348 0.275 -1.13
N -4.822 0.559 1.491 0.06
C -3.645 0.664 2.341 -0.82
H -3.979 0.804 3.376 0.38
C -2.755 -0.595 2.263 -0.75
N -2.873 -1.204 0.962 0.16
C -1.865 -1.451 0.086 0.38
O -2.044 -2.186 -0.877 -0.72
C -0.590 -0.748 0.314 -0.38
C 0.567 -1.270 -0.107 -0.63
C 1.872 -0.649 -0.015 -0.32
C 2.027 0.722 0.193 -0.89
C 3.289 1.278 0.268 0.82
C 4.444 0.472 0.160 0.74
C 4.287 -0.908 -0.037 1.17
C 3.010 -1.442 -0.139 -0.69
H 2.877 -2.500 -0.297 0.47
O 5.424 -1.680 -0.113 -0.44
C 5.288 -3.059 -0.344 -0.94
H 4.790 -3.264 -1.297 0.36
H 6.306 -3.446 -0.381 0.25
H 4.744 -3.554 0.467 0.35
O 5.608 1.167 0.283 -0.47
C 6.842 0.597 -0.084 -0.79
H 7.558 1.417 -0.030 0.28
H 6.819 0.202 -1.102 0.32
H 7.146 -0.197 0.602 0.24
O 3.541 2.606 0.444 -0.46
C 2.447 3.483 0.551 -0.89
H 2.880 4.475 0.672 0.23
H 1.827 3.251 1.423 0.36
H 1.825 3.467 -0.350 0.35
H 1.151 1.344 0.258 0.44
H 0.541 -2.267 -0.529 0.40
H -0.646 0.238 0.749 0.26
C -4.197 -1.715 0.664 -0.74
C -5.248 -0.814 1.339 -0.83
H -5.466 -1.184 2.346 0.33
H -6.176 -0.836 0.767 0.40
H -4.310 -1.717 -0.422 0.42
H -4.298 -2.751 1.014 0.50
H -1.716 -0.350 2.472 0.33
H -3.084 -1.329 3.011 0.38
H -3.075 1.543 2.041 0.38
H -5.663 1.107 -0.321 0.35
H -4.824 2.403 0.570 0.40
H -3.485 1.779 -4.039 0.37
H -4.164 0.169 -4.303 0.33
H -2.493 0.510 -4.772 0.41
```

## Properties
- Relative energy (zero: lowest compared OMol25 entry of this formula, charge and spin): 120.21 kcal per mole
- Multiplicity: 1
- Kohn-Sham gap: 8.134 eV
- HOMO energy: -7.63 eV
- SMILES: CCOC(=O)CN1CCN(C(=O)/C=C/c2cc(OC)c(OC)c(OC)c2)CC1
- Total charge: 0

What did the fourth record say?
Density functional theory data (ωB97M-V with the def2-TZVPD basis set) for C20H28N2O6 in the gas phase.

```
56
Properties=species:S:1:pos:R:3:mulliken_charge:R:1
C -3.263 0.714 -4.034 -1.48
C -2.776 0.278 -2.664 -0.10
H -1.889 0.840 -2.356 0.32
H -2.545 -0.791 -2.645 0.27
O -3.815 0.501 -1.700 -0.30
C -3.535 1.179 -0.598 1.13
O -2.453 1.635 -0.316 -0.59
C -4.782 1.348 0.275 -1.13
N -4.822 0.559 1.491 0.06
C -3.645 0.664 2.341 -0.82
H -3.979 0.804 3.376 0.38
C -2.755 -0.595 2.263 -0.75
N -2.873 -1.204 0.962 0.16
C -1.865 -1.451 0.086 0.38
O -2.044 -2.186 -0.877 -0.72
C -0.590 -0.748 0.314 -0.38
C 0.567 -1.270 -0.107 -0.63
C 1.872 -0.649 -0.015 -0.32
C 2.027 0.722 0.193 -0.89
C 3.289 1.278 0.268 0.82
C 4.444 0.472 0.160 0.74
C 4.287 -0.908 -0.037 1.17
C 3.010 -1.442 -0.139 -0.69
H 2.877 -2.500 -0.297 0.47
O 5.424 -1.680 -0.113 -0.44
C 5.288 -3.059 -0.344 -0.94
H 4.790 -3.264 -1.297 0.36
H 6.306 -3.446 -0.381 0.25
H 4.744 -3.554 0.467 0.35
O 5.608 1.167 0.283 -0.47
C 6.842 0.597 -0.084 -0.79
H 7.558 1.417 -0.030 0.28
H 6.819 0.202 -1.102 0.32
H 7.146 -0.197 0.602 0.24
O 3.541 2.606 0.444 -0.46
C 2.447 3.483 0.551 -0.89
H 2.880 4.475 0.672 0.23
H 1.827 3.251 1.423 0.36
H 1.825 3.467 -0.350 0.35
H 1.151 1.344 0.258 0.44
H 0.541 -2.267 -0.529 0.40
H -0.646 0.238 0.749 0.26
C -4.197 -1.715 0.664 -0.74
C -5.248 -0.814 1.339 -0.83
H -5.466 -1.184 2.346 0.33
H -6.176 -0.836 0.767 0.40
H -4.310 -1.717 -0.422 0.42
H -4.298 -2.751 1.014 0.50
H -1.716 -0.350 2.472 0.33
H -3.084 -1.329 3.011 0.38
H -3.075 1.543 2.041 0.38
H -5.663 1.107 -0.321 0.35
H -4.824 2.403 0.570 0.40
H -3.485 1.779 -4.039 0.37
H -4.164 0.169 -4.303 0.33
H -2.493 0.510 -4.772 0.41
```

## Properties
- Relative energy (zero: lowest compared OMol25 entry of this formula, charge and spin): 120.21 kcal per mole
- Multiplicity: 1
- Kohn-Sham gap: 8.134 eV
- HOMO energy: -7.63 eV
- SMILES: CCOC(=O)CN1CCN(C(=O)/C=C/c2cc(OC)c(OC)c(OC)c2)CC1
- Total charge: 0